# 1
Here is 14 unconnected molecules or ions with the total composition C42H58B9F36N8O2 from OMol25. Energies are from ωB97M-V/def2-TZVPD.

Structure (ORCA input):
```
! RIJCOSX wB97M-V def2-TZVPD def2/J DEFGRID3
* xyz -1 1
C 3.6205 4.6805 -0.7062
C 4.9418 5.3695 -0.9403
O 5.8905 4.8801 -1.5046
N 5.0964 6.8289 -0.6623
H 5.7977 7.2692 -1.2406
H 4.1860 7.2248 -0.8481
C 5.3904 7.0889 0.8882
H 2.9526 5.1154 -1.4497
H 3.1976 4.9242 0.2684
H 3.7761 3.6185 -0.8958
H 5.3342 8.1704 1.0119
H 6.3258 6.6154 1.1864
H 4.5845 6.5826 1.4195
C -1.9255 1.6224 -5.6908
C -3.4192 2.0054 -5.5166
O -3.7654 2.8246 -4.7036
N -4.4566 1.2841 -6.4153
H -5.0648 2.0207 -6.7434
H -3.9969 0.8571 -7.2068
C -5.3505 0.2555 -5.6522
H -1.4923 2.5874 -5.4277
H -1.4975 1.3405 -6.6528
H -1.6362 0.8093 -5.0250
H -4.6558 -0.2820 -5.0068
H -5.6996 -0.3726 -6.4717
H -6.1629 0.7416 -5.1120
C 9.0470 -3.0704 10.9452
N 8.2068 -2.4016 9.9168
C 7.5393 -1.1975 10.1935
C 6.7679 -0.5529 9.2017
C 6.5089 -1.2467 7.9659
C 7.1726 -2.4833 7.7323
C 8.0152 -3.0288 8.7495
C 5.4934 -0.6868 7.0449
C 4.4885 -1.5209 6.4244
C 3.5592 -0.8830 5.6222
N 3.5134 0.4262 5.4321
C 4.3984 1.2725 6.0373
C 5.4038 0.6914 6.8129
C 2.3190 0.9965 4.7001
H 8.6987 -4.1032 10.9535
H 8.9230 -2.4952 11.8628
H 10.0619 -3.0843 10.5479
H 7.6575 -0.8374 11.2048
H 6.1501 0.2379 9.6010
H 7.3055 -2.9808 6.7830
H 8.4674 -4.0013 8.6216
H 4.3360 -2.5653 6.6531
H 2.7672 -1.4214 5.1230
H 4.1989 2.3298 5.9437
H 6.0674 1.3809 7.3135
H 1.8468 0.2820 4.0259
H 2.7557 1.7810 4.0821
H 1.5932 1.3980 5.4073
C 1.4873 -3.2960 -2.2304
N 0.8426 -4.3788 -3.0133
C -0.4617 -4.7849 -2.7456
C -1.0699 -5.7203 -3.5795
C -0.3979 -6.3424 -4.5948
C 0.9031 -5.9579 -4.8960
C 1.4805 -4.9337 -4.0845
C -1.1273 -7.3452 -5.3973
C -0.6524 -8.6244 -5.6975
C -1.4314 -9.5905 -6.3459
N -2.6315 -9.2868 -6.8042
C -3.1638 -8.0339 -6.6092
C -2.3630 -7.0866 -5.8918
C -3.5113 -10.3052 -7.4332
H 2.1930 -2.6925 -2.8012
H 1.9279 -3.6685 -1.3056
H 0.7277 -2.5724 -1.9348
H -0.9854 -4.1027 -2.0924
H -2.1096 -6.0009 -3.4987
H 1.4042 -6.3101 -5.7856
H 2.4978 -4.6173 -4.2619
H 0.2708 -8.9971 -5.2791
H -1.1168 -10.6165 -6.4675
H -4.1557 -7.8278 -6.9834
H -2.8114 -6.1373 -5.6386
H -3.9303 -11.0214 -6.7264
H -2.8242 -10.8075 -8.1140
H -4.3967 -9.9020 -7.9248
C 0.9265 5.8569 2.5012
N 0.1407 4.8628 1.7628
C 0.3426 3.5961 2.1854
C -0.2965 2.5714 1.4960
C -1.1526 2.8251 0.4271
C -1.3025 4.2048 -0.0041
C -0.5867 5.1905 0.6473
C -1.8349 1.6686 -0.2244
C -3.1359 1.7736 -0.7214
C -3.7074 0.6494 -1.3731
N -2.9890 -0.4914 -1.4574
C -1.8115 -0.6195 -0.8757
C -1.1463 0.4795 -0.3398
C -3.5939 -1.7036 -2.0810
H 0.7265 6.8365 2.0669
H 1.9912 5.6257 2.4684
H 0.4693 5.8854 3.4903
H 0.9723 3.4131 3.0436
H -0.2663 1.5947 1.9560
H -1.9978 4.4612 -0.7897
H -0.7068 6.1423 0.1514
H -3.7306 2.6553 -0.5333
H -4.7107 0.7190 -1.7669
H -1.3736 -1.6047 -0.9384
H -0.1316 0.3092 -0.0117
H -2.9050 -2.3279 -2.6501
H -4.4475 -1.3435 -2.6553
H -4.0172 -2.3492 -1.3115
B 0.9907 4.1804 5.9182
F 0.8694 5.4577 6.2468
F 1.1486 3.3528 7.0636
F -0.0982 3.8907 5.2012
F 2.1534 3.9534 5.2459
B -6.7216 3.4391 -1.9861
F -6.9826 4.7603 -1.6902
F -5.3526 3.1916 -1.9196
F -7.5617 2.7563 -1.0590
F -7.1840 3.1158 -3.2690
B -6.2125 -0.3316 1.1543
F -5.8713 -1.2703 0.1957
F -6.5184 -1.0897 2.1945
F -5.1663 0.4500 1.3739
F -7.2715 0.4914 0.8770
B -1.3673 -3.8855 0.7141
F -1.1460 -3.8769 2.0843
F -0.2276 -3.5660 -0.0099
F -1.6908 -5.2145 0.4980
F -2.3809 -3.1039 0.4086
B -3.4195 5.9061 2.3320
F -4.4659 6.0619 3.2684
F -3.0434 7.2000 1.8984
F -2.3520 5.2968 3.0316
F -3.7883 5.0881 1.3196
B 2.2862 -0.4444 1.2285
F 2.2796 -1.3455 0.1740
F 3.3726 -0.6674 2.0474
F 2.3383 0.8851 0.8009
F 1.1020 -0.6787 1.8904
B -1.3895 -1.8880 -4.8807
F -2.6690 -1.3643 -5.0888
F -0.5201 -1.6328 -5.9357
F -0.7973 -1.4873 -3.6799
F -1.5453 -3.1894 -4.8496
B 1.9155 7.8851 -0.6244
F 0.9315 8.8294 -0.6346
F 1.1628 6.7819 -0.6936
F 2.8623 8.1431 -1.6205
F 2.5898 7.7873 0.5936
B -7.9392 -1.9864 -4.3805
F -8.4507 -3.2668 -4.0832
F -7.5973 -1.9604 -5.7122
F -9.0323 -1.1520 -4.1321
F -6.7924 -1.7211 -3.6405
*
```

Output
* frontier orbital gap: 1.42 eV
* HOMO: -4.905 eV

Atomic partial charges in e from the Mulliken method, atoms 1 to 2: -0.212 0.313

=====

# 2
Here is a single C9H10BFO6 molecule from OMol25. Energies are from ωB97M-V/def2-TZVPD.

Structure (ORCA input):
```
! RIJCOSX wB97M-V def2-TZVPD def2/J DEFGRID3
* xyz 0 1
C 4.7079 -1.0224 0.6303
C 3.1905 -0.4943 0.2285
O 3.0351 0.9685 0.2557
C 1.9242 1.3637 -0.6715
C 0.4605 0.7717 -0.2297
C -0.0568 -0.5436 -0.7836
F 0.6832 -1.3732 -1.7771
C -1.5159 -1.1204 -0.2822
O -1.7199 -2.4405 -0.2173
C -2.6865 0.0205 0.0713
B -4.2369 -0.4235 -0.2569
O -4.7500 -0.1027 -1.6338
O -5.0968 -1.1408 0.7319
C -2.2335 1.3341 0.6064
O -3.2325 2.3688 0.9298
C -0.5877 1.5286 0.8307
O -0.0772 2.3093 1.8155
H 5.1364 -0.5435 1.6095
H 5.4087 -0.7963 -0.3043
H 4.6158 -2.2107 0.6976
H 3.0284 -0.8395 -0.9003
H 2.4254 -1.0361 0.9552
H 2.2224 1.0466 -1.7783
H 1.8755 2.5524 -0.6112
H -3.9012 -0.1713 -2.1986
H -5.0163 -2.1180 0.4456
H -3.6028 2.1125 1.8369
*
```

Output
* frontier orbital gap: 8.05 eV
* HOMO: -10.357 eV

Atomic partial charges in e from the natural (NBO) method, atoms 1 to 2: -0.643 -0.088

=====

# 3
Here is 7 unconnected molecules or ions with the total composition C7H28N14O7 from OMol25. Energies are from ωB97M-V/def2-TZVPD.

Structure (ORCA input):
```
! RIJCOSX wB97M-V def2-TZVPD def2/J DEFGRID3
* xyz 0 1
N 16.6892 -26.2164 22.0514
C 15.4229 -26.4083 21.8061
N 15.2863 -26.2886 20.5591
O 14.5206 -26.5473 22.5714
H 17.3559 -26.0446 21.3124
H 17.1077 -26.0290 22.9513
H 16.0790 -26.7167 20.1026
H 14.4154 -26.6870 20.2384
N 11.0434 -30.1162 8.6449
C 11.8804 -30.8465 9.2349
N 11.9959 -31.9516 8.5310
O 12.5716 -30.4728 10.1747
H 10.8942 -29.1467 8.8859
H 10.5886 -30.3946 7.7871
H 11.3510 -32.2489 7.8129
H 12.6663 -32.6546 8.8074
N 7.0801 -31.7973 11.4616
C 5.8837 -32.1440 11.1202
N 5.8532 -32.2264 9.8258
O 4.8914 -32.4156 11.7790
H 7.1326 -31.4891 12.4220
H 7.7363 -31.5613 10.7309
H 6.5707 -31.7389 9.3085
H 5.0310 -32.6140 9.3854
N 10.4286 -21.4341 15.6526
C 11.3879 -22.1868 16.0628
N 12.0314 -21.6834 17.0572
O 11.6032 -23.2592 15.5270
H 9.9470 -21.8701 14.8793
H 10.0677 -20.8839 16.4188
H 12.7434 -22.3235 17.3790
H 11.9687 -20.7183 17.3483
N 11.0387 -28.6106 15.7994
C 10.5075 -28.9554 16.8926
N 10.2941 -27.8589 17.5931
O 10.0412 -30.0063 17.2014
H 11.1576 -29.2638 15.0383
H 11.5585 -27.7515 15.6900
H 10.5913 -26.9454 17.2811
H 9.8277 -27.9676 18.4823
N 4.7426 -30.4660 18.5422
C 4.0745 -29.4436 17.9160
N 4.8016 -28.7395 17.0509
O 2.9937 -29.0893 18.2786
H 4.3162 -31.1027 19.2001
H 5.7093 -30.6139 18.2896
H 4.5801 -27.7691 16.8797
H 5.7800 -28.9883 17.0807
N 5.9717 -27.4311 23.0182
C 7.1811 -27.0226 23.2304
N 8.1054 -27.9680 23.2406
O 7.4407 -25.8524 23.3813
H 5.9367 -28.3839 22.6850
H 5.2910 -26.6862 23.0612
H 9.0482 -27.6928 23.4761
H 7.8476 -28.9446 23.2480
*
```

Output
* frontier orbital gap: 9.52 eV
* HOMO: -9.539 eV
* relative energy (zero: lowest compared OMol25 entry of this formula, charge and spin): 139.8 kcal/mol

Atomic partial charges in e from the natural (NBO) method, atoms 1 to 2: -0.829 0.738

=====

# 4
Here is a molecular structure, C15H12N3OS4SbSe2Ti from OMol25. Energies are from ωB97M-V/def2-TZVPD.

Structure (ORCA input):
```
! RIJCOSX wB97M-V def2-TZVPD def2/J DEFGRID3
* xyz -1 2
Ti -0.5408 -0.5729 0.2779
Se -0.2033 -2.9602 1.4688
Se -1.7434 -1.8817 -1.6992
C -3.0742 -1.5187 -0.4357
C -4.4410 -1.7943 -0.5533
C -5.2793 -1.4398 0.4767
C -4.7659 -0.8188 1.6191
C -3.4167 -0.5714 1.6737
N -2.6013 -0.9176 0.6691
C 1.3580 -2.6302 0.5024
C 2.5057 -3.4239 0.4219
C 3.5445 -3.0073 -0.3771
C 3.4531 -1.8099 -1.0925
C 2.3157 -1.0571 -0.9523
N 1.3014 -1.4633 -0.1722
H -4.8060 -2.2706 -1.4519
H -6.3413 -1.6404 0.4018
H -5.4045 -0.5256 2.4393
H -2.9442 -0.0853 2.5165
H 2.5520 -4.3396 0.9929
H 4.4426 -3.6087 -0.4479
H 4.2642 -1.4570 -1.7117
H 2.1777 -0.1093 -1.4527
S 2.4099 -1.4710 3.9469
Sb 2.1052 0.5286 2.9485
S -0.2940 0.6577 2.1528
S 3.5456 1.1549 1.2944
O -0.3017 0.8654 -0.9189
N -0.3344 2.1951 -0.6858
C 0.8483 2.7762 -0.3825
C 0.9312 4.1145 -0.1613
C -0.2537 4.8689 -0.2477
C -1.4366 4.2542 -0.5271
C -1.5431 2.8475 -0.7421
S -2.9868 2.0505 -1.0252
H 1.6881 2.1015 -0.2916
H 1.8859 4.5472 0.0957
H -0.2313 5.9384 -0.0788
H -2.3628 4.8066 -0.5810
*
```

Output
* frontier orbital gap (alpha / beta): 6.13 / 5.58 eV
* HOMO (alpha / beta): -4.434 / -4.683 eV
* relative energy (zero: lowest compared OMol25 entry of this formula, charge and spin): 16.4 kcal/mol
* expectation value of S²: 0.765

Atomic partial charges in e from the natural (NBO) method, atoms 1 to 2: 1.213 -0.072

=====

# 5
Here is 2 unconnected molecules or ions with the total composition C4H5O2S2 from OMol25. Energies are from ωB97M-V/def2-TZVPD.

Structure (ORCA input):
```
! RIJCOSX wB97M-V def2-TZVPD def2/J DEFGRID3
* xyz -1 1
C -0.1596 0.3283 -0.3980
C -0.7497 -0.1578 0.6973
C 1.0190 -0.4225 -1.0207
C 1.6315 -1.2578 0.1680
O -3.6852 1.4838 0.1360
O -2.1141 2.7845 1.5142
S 0.1885 -1.4052 1.4476
S -2.9300 1.5750 1.3452
H -0.3815 1.2001 -1.0295
H 0.6951 -1.1922 -1.9198
H 1.9214 0.1334 -1.3743
H 2.0463 -2.1566 -0.2170
H 2.5183 -0.9131 0.6510
*
```

Output
* frontier orbital gap: 6.73 eV
* HOMO: -3.245 eV
* relative energy (zero: lowest compared OMol25 entry of this formula, charge and spin): 48.8 kcal/mol

Atomic partial charges in e from the natural (NBO) method, atoms 1 to 2: -0.422 -0.461

=====

# 6
Here is a single C4H12N2 molecule from OMol25. Energies are from ωB97M-V/def2-TZVPD.

Structure (ORCA input):
```
! RIJCOSX wB97M-V def2-TZVPD def2/J DEFGRID3
* xyz 0 1
N -1.6497 -0.1811 -1.5818
C -1.2724 1.0012 -0.7919
C 0.2468 1.1921 -0.7270
C 0.8517 0.5346 0.5157
C 0.7415 -0.9907 0.6240
N 1.2994 -1.4345 1.9049
H -2.0870 -0.1256 -2.4857
H -1.9174 -0.9965 -1.0680
H -1.6780 1.8044 -1.4067
H -1.8381 1.0562 0.1311
H 0.9269 0.8778 -1.5190
H 0.4411 2.2605 -0.5291
H 0.5794 1.0036 1.4664
H 1.9202 0.7074 0.4124
H -0.2994 -1.2960 0.4646
H 1.2636 -1.3552 -0.2658
H 1.0576 -0.7179 2.5711
H 0.8548 -2.2929 2.2213
*
```

Output
* frontier orbital gap: 9.92 eV
* HOMO: -8.758 eV
* relative energy (zero: lowest compared OMol25 entry of this formula, charge and spin): 23.5 kcal/mol

Atomic partial charges in e from the natural (NBO) method, atoms 1 to 2: -0.887 -0.228

=====

# 7
Here is a molecular structure, C5H5ORb from OMol25. Energies are from ωB97M-V/def2-TZVPD.

Structure (ORCA input):
```
! RIJCOSX wB97M-V def2-TZVPD def2/J DEFGRID3
* xyz 1 2
C -0.8498 0.4745 -0.7081
C -0.8112 -0.4098 0.4508
C 0.3795 0.2006 -1.5664
O 1.0546 1.0732 -2.0666
Rb 2.8554 4.0166 -2.9655
H -0.8919 1.5366 -0.4310
H -1.7130 0.2291 -1.3540
H 0.5872 -0.8646 -1.7913
C -0.5962 -0.9968 1.5149
C -0.1730 -1.5951 2.6775
H 0.0038 -2.6717 2.7133
H 0.1547 -0.9927 3.5265
*
```

Output
* frontier orbital gap (alpha / beta): 6.25 / 8.21 eV
* HOMO (alpha / beta): -10.305 / -12.271 eV
* relative energy (zero: lowest compared OMol25 entry of this formula, charge and spin): 0.0 kcal/mol
* expectation value of S²: 0.775

Atomic partial charges in e from the natural (NBO) method, atoms 1 to 2: -0.580 0.010

=====

# 8
Here is a molecular structure, C38H56GaN3O3P2S from OMol25. Energies are from ωB97M-V/def2-TZVPD.

Structure (ORCA input):
```
! RIJCOSX wB97M-V def2-TZVPD def2/J DEFGRID3
* xyz 0 1
Ga -0.6749 0.5672 0.0525
C -1.0900 1.8272 3.9725
C -0.0641 0.7268 3.7193
C 0.2196 -0.0464 5.0068
P -0.3707 -0.3848 2.2706
C -1.7006 -1.6331 2.5386
C -1.4904 -2.8080 3.4882
C -3.0073 -0.9062 2.8655
C 1.2050 -1.1965 1.9486
C 1.6862 -2.3151 2.6262
C 2.7798 -3.0377 2.1808
C 3.3081 -4.2205 2.9387
C 3.3567 -2.6288 0.9793
C 2.9146 -1.5138 0.3026
C 1.8632 -0.7250 0.7948
N 1.3736 0.4065 0.1380
C 2.2423 1.1886 -0.6195
C 3.6439 1.1719 -0.4861
C 4.4577 1.9319 -1.3002
C 3.9531 2.7701 -2.2932
C 4.8573 3.5734 -3.1811
C 2.5749 2.8700 -2.3668
C 1.7276 2.1303 -1.5471
P -0.0198 2.4789 -1.3651
C -0.0657 4.0502 -0.4038
C 0.7713 3.8955 0.8620
C 0.3724 5.2821 -1.1905
C -0.7513 2.8395 -3.0041
C -2.2250 3.2109 -2.8330
C -0.5970 1.6554 -3.9494
H -0.6796 2.5215 4.7084
H -2.0104 1.4201 4.3910
H -1.3435 2.3755 3.0697
H 0.8731 1.2084 3.4042
H -0.6849 -0.5303 5.3786
H 0.5589 0.6462 5.7804
H 0.9924 -0.8032 4.8799
H -1.7999 -2.0272 1.5180
H -1.3352 -2.4864 4.5186
H -0.6553 -3.4382 3.1930
H -2.3878 -3.4319 3.4772
H -3.0254 -0.5751 3.9056
H -3.8420 -1.5960 2.7253
H -3.1805 -0.0397 2.2246
H 1.1872 -2.6441 3.5279
H 2.5984 -4.5480 3.6985
H 4.2478 -3.9886 3.4436
H 3.4981 -5.0650 2.2740
H 4.1700 -3.2083 0.5557
H 3.3701 -1.2642 -0.6446
H 4.1110 0.5647 0.2736
H 5.5304 1.8657 -1.1556
H 5.6963 2.9769 -3.5411
H 5.2744 4.4351 -2.6557
H 4.3189 3.9490 -4.0510
H 2.1373 3.5553 -3.0850
H -1.1122 4.1571 -0.1096
H 1.8366 3.8409 0.6267
H 0.5012 3.0052 1.4324
H 0.6060 4.7618 1.5045
H 1.3887 5.1785 -1.5755
H 0.3649 6.1529 -0.5319
H -0.2945 5.5024 -2.0237
H -0.2059 3.6987 -3.4128
H -2.7882 2.3564 -2.4500
H -2.6509 3.4811 -3.8008
H -2.3776 4.0425 -2.1452
H -1.1520 0.7965 -3.5673
H 0.4464 1.3691 -4.0854
H -1.0094 1.9110 -4.9275
O -3.2599 3.5959 0.4989
C -3.0113 2.3992 0.4851
O -1.8817 1.9070 0.8931
C -4.0724 1.4275 0.0231
C -5.3849 1.8375 0.2548
C -6.4667 1.0362 -0.0596
C -6.2336 -0.2043 -0.6363
C -4.9401 -0.6174 -0.8886
C -3.8357 0.1777 -0.5685
S -2.2917 -0.5525 -1.0639
H -5.5262 2.8164 0.6918
H -7.4741 1.3733 0.1419
H -7.0610 -0.8528 -0.8955
H -4.7646 -1.5820 -1.3469
C 0.7542 -3.7886 -3.7035
N 0.9855 -2.8777 -2.6004
C 1.1864 -1.4989 -2.9965
C 0.4173 -3.0858 -1.3678
O 0.0251 -2.1595 -0.6669
N 0.3234 -4.4021 -0.9608
C -0.4311 -4.6396 0.2508
C 1.4316 -5.3170 -1.1554
H 0.0741 -3.3295 -4.4283
H 0.2966 -4.7078 -3.3498
H 1.6888 -4.0298 -4.2153
H 1.9786 -1.4563 -3.7467
H 1.4782 -0.8998 -2.1385
H 0.2750 -1.0734 -3.4265
H -1.3209 -4.0165 0.2546
H 0.1600 -4.4094 1.1445
H -0.7262 -5.6895 0.2781
H 2.1297 -4.9207 -1.8860
H 1.0806 -6.2936 -1.4963
H 1.9739 -5.4534 -0.2127
*
```

Output
* frontier orbital gap: 7.59 eV
* HOMO: -7.011 eV
* relative energy (zero: lowest compared OMol25 entry of this formula, charge and spin): 2.0 kcal/mol

Atomic partial charges in e from the Mulliken method, atoms 1 to 2: 1.303 -1.342

=====

Number 1: F_max 0.0984 hartree/bohr, total energy -6044.2542 Eh. Number 2: F_max 0.1748 hartree/bohr, total energy -924.8593 Eh. Number 3: F_max 0.1674 hartree/bohr, total energy -1576.8819 Eh. Number 4: F_max 0.0103 hartree/bohr, total energy -8303.8313 Eh. Number 5: F_max 0.0551 hartree/bohr, total energy -1102.2227 Eh. Number 6: F_max 0.0633 hartree/bohr, total energy -269.0790 Eh. Number 7: F_max 0.0307 hartree/bohr, total energy -292.5245 Eh. Number 8: F_max 0.0148 hartree/bohr, total energy -4877.4212 Eh.